(1)
{"formula": "C34H55BrFeN3OP2", "method": "the ωB97M-V functional and the def2-TZVPD basis", "s2": 6.032, "total_charge": 1, "e_homo_ha": [-0.32760, -0.32670], "multiplicity": 5, "symbols": ["C", "C", "C", "C", "C", "H", "H", "H", "N", "P", "P", "C", "H", "H", "C", "H", "C", "C", "C", "C", "C", "H", "H", "H", "C", "H", "H", "H", "C", "H", "H", "H", "C", "H", "H", "H", "C", "H", "H", "H", "C", "H", "H", "H", "C", "H", "H", "H", "C", "H", "H", "H", "C", "H", "H", "H", "C", "H", "H", "H", "C", "H", "H", "H", "C", "H", "H", "H", "Fe", "C", "O", "N", "C", "C", "C", "C", "C", "H", "H", "H", "H", "H", "H", "H", "H", "H", "Br", "C", "C", "C", "C", "N", "C", "H", "H", "H", "H"], "coordinates": [[-0.500982, 2.668715, 1.174513], [-1.867381, 2.178517, -0.679602], [-0.901299, 4.004330, 1.157551], [-2.068788, 3.575456, -0.890457], [-1.579720, 4.485796, 0.032054], [-0.573397, 4.670301, 1.950929], [-2.686880, 3.874555, -1.733552], [-1.730685, 5.555559, -0.096661], [-0.867096, 1.798049, 0.221003], [1.462468, 0.744295, 1.870686], [-2.525077, -0.507448, -0.763643], [0.367414, 2.167206, 2.324227], [0.987512, 2.992067, 2.700320], [-0.277803, 1.858570, 3.161947], [-2.707295, 1.186408, -1.244418], [-3.477797, 1.512747, -1.943128], [-2.175928, -1.859119, -2.163417], [-4.302904, -0.673579, -0.084736], [3.014507, 1.579994, 1.126888], [1.940958, 0.014884, 3.553531], [-0.747213, -2.411522, -2.035017], [-0.615251, -2.894797, -1.060157], [-0.582736, -3.177849, -2.813115], [0.034912, -1.646461, -2.125876], [-3.082600, -3.091870, -2.008730], [-2.913414, -3.577267, -1.035682], [-4.148761, -2.871749, -2.144285], [-2.800814, -3.825301, -2.785287], [-2.359548, -1.221099, -3.536908], [-2.267210, -2.002482, -4.309829], [-3.335442, -0.734566, -3.658386], [-1.587895, -0.469636, -3.734584], [-4.476769, -1.989308, 0.681407], [-3.796229, -2.026918, 1.537686], [-5.503832, -2.025353, 1.068034], [-4.346823, -2.878110, 0.058904], [-4.598579, 0.487139, 0.876513], [-3.872819, 0.526356, 1.691911], [-4.623372, 1.449109, 0.355837], [-5.594758, 0.327466, 1.310403], [-5.322335, -0.581411, -1.244149], [-5.247220, 0.373797, -1.777126], [-5.247947, -1.396932, -1.974993], [-6.330521, -0.630138, -0.804756], [3.158896, -0.908952, 3.400738], [3.347918, -1.381862, 4.376894], [2.965090, -1.710853, 2.674681], [4.076277, -0.377241, 3.122067], [0.782600, -0.831346, 4.094228], [-0.118253, -0.239653, 4.292911], [0.532418, -1.661695, 3.425938], [1.107588, -1.258723, 5.055595], [2.225454, 1.112796, 4.595991], [1.381238, 1.803309, 4.711384], [2.384860, 0.615520, 5.562688], [3.126994, 1.692337, 4.386593], [2.560625, 2.643641, 0.116783], [2.087486, 3.499043, 0.618019], [3.436135, 3.021915, -0.432405], [1.854093, 2.253810, -0.623168], [3.903599, 0.516561, 0.460249], [3.456305, 0.090270, -0.437773], [4.860041, 0.979492, 0.169739], [4.147312, -0.306501, 1.140407], [3.891656, 2.278484, 2.175592], [3.347566, 3.028716, 2.760375], [4.396397, 1.572835, 2.845388], [4.690082, 2.809632, 1.634871], [0.022031, -0.155838, 0.226497], [-1.242433, -0.564471, 1.527798], [-1.875270, -0.536371, 2.524162], [1.550608, -0.131759, -1.465543], [2.092285, 0.379050, -2.397716], [1.895549, 1.236680, -3.686178], [0.381260, 1.552441, -3.825977], [2.727008, 2.523486, -3.619751], [2.399474, 0.438246, -4.881095], [-0.172201, 0.630648, -4.065031], [-0.040715, 1.940158, -2.882639], [0.187606, 2.297258, -4.622204], [3.771912, 2.270046, -3.404220], [2.707291, 3.053973, -4.584517], [2.365780, 3.219494, -2.855909], [2.382165, 1.027052, -5.804534], [3.429399, 0.140445, -4.688739], [1.805652, -0.459355, -5.038657], [4.099491, -4.513240, 0.696838], [2.255448, -4.111313, 0.944602], [1.359362, -5.084627, 1.386384], [0.037278, -4.698747, 1.633628], [-0.332098, -3.360649, 1.438320], [0.531502, -2.443746, 0.973436], [1.807395, -2.806467, 0.704445], [1.696584, -6.099219, 1.534210], [-0.714238, -5.403531, 1.972895], [-1.364425, -3.064885, 1.645644], [2.471273, -2.054695, 0.280217]], "forces_ev_per_a": [[-0.0799, 1.1713, 0.4143], [-0.6829, -1.5099, -0.1609], [0.9484, -0.6941, 0.4571], [0.2036, 0.8109, 0.4286], [-0.6284, -0.7431, -0.9198], [-0.0418, -0.1164, -0.1536], [0.1624, 0.0501, 0.1654], [-0.1099, -0.2243, 0.0123], [-0.0511, -0.3833, -0.1866], [1.3490, 0.9476, 0.3434], [-0.7570, 0.2389, -0.5863], [0.0917, 0.2138, -0.1647], [-0.1827, -0.1622, -0.0488], [0.1169, -0.0623, -0.2697], [1.8210, 0.7367, -0.5865], [0.2107, -0.0634, 0.1758], [-0.4350, 0.3015, 0.2246], [-0.0721, -0.7106, -0.4700], [0.0307, -0.0973, 0.6041], [0.0033, 0.2475, -0.1244], [0.0229, 0.1656, 0.1923], [-0.0500, 0.0041, -0.3368], [-0.0253, 0.3261, 0.2026], [-0.3012, -0.1901, -0.1567], [-0.0280, -0.1077, -0.1883], [-0.1217, 0.1034, -0.3544], [0.4086, -0.1718, 0.1356], [-0.0726, 0.2558, 0.2199], [-0.0607, -0.0548, -0.2936], [-0.0353, 0.2084, 0.1564], [0.1655, -0.1445, 0.0619], [-0.2912, -0.1610, 0.1312], [-0.3824, -0.0407, 0.0213], [-0.0730, -0.0964, -0.0575], [0.1702, -0.0405, 0.0639], [-0.0138, 0.2754, 0.2491], [0.0284, 0.0291, -0.0702], [-0.1294, 0.1341, -0.0600], [0.1275, -0.1953, 0.1597], [0.1821, -0.0742, -0.0296], [-0.1158, -0.0899, 0.1239], [-0.0031, -0.2156, 0.1273], [-0.0064, 0.3069, 0.2530], [0.1795, 0.0233, -0.1353], [0.1012, -0.0624, 0.2412], [-0.0517, 0.0676, -0.2478], [0.1297, 0.2014, 0.1910], [-0.3098, -0.1987, 0.0903], [-0.0649, -0.0889, 0.1499], [0.1701, -0.1230, -0.0950], [0.0048, 0.1616, 0.1310], [-0.1142, 0.0763, -0.2447], [0.1396, -0.0793, 0.1692], [0.1863, -0.1831, 0.0260], [-0.0846, 0.1162, -0.1290], [-0.3061, -0.1639, 0.0825], [-0.0786, 0.0401, -0.1120], [0.1116, -0.1990, -0.1330], [-0.1230, -0.0982, 0.1791], [0.0481, 0.0963, 0.2081], [0.1496, -0.1415, -0.1797], [0.2275, 0.1080, 0.3770], [-0.2485, -0.0579, 0.0480], [-0.0239, 0.2049, -0.1696], [0.2873, 0.2939, -0.1713], [0.0910, -0.1594, -0.0733], [-0.1968, 0.2425, -0.1589], [-0.1803, -0.0533, 0.1170], [0.8506, 0.0397, -1.8232], [-3.6458, 0.0523, 6.3762], [1.7405, -0.3101, -3.8310], [2.3800, 1.5746, -3.2094], [-4.4038, -0.6956, 2.1313], [0.4602, 0.2750, -0.2855], [-0.1712, -0.3203, 0.5604], [0.2842, 0.2003, 0.3959], [0.2021, -0.4608, -0.0433], [0.3197, 0.4383, 0.0059], [0.1963, -0.0300, -0.3501], [0.4037, -0.4118, 0.3399], [-0.1349, 0.1806, -0.0277], [-0.1513, -0.3532, 0.2745], [0.0503, -0.1646, -0.0492], [-0.1164, 0.0332, 0.3008], [0.0878, -0.0680, -0.2026], [-0.0305, -0.1036, -0.0209], [-0.5094, 0.0961, -0.0109], [-0.0754, 0.3163, -0.0524], [-0.2559, 0.6274, -0.0035], [0.2577, 0.5379, -0.1677], [0.5628, -0.6422, -0.0941], [0.7487, -0.3377, -0.5211], [-0.7689, -0.6486, 0.3707], [-0.0381, -0.0725, 0.0484], [0.1912, 0.0058, -0.0162], [0.3798, 0.1294, -0.1310], [-0.1498, -0.0892, 0.1696]]}

=====

(2)
{"formula": "C34H55ClN3OP2Zn", "method": "the ωB97M-V functional and the def2-TZVPD basis", "total_charge": 1, "e_homo_ha": -0.31129, "symbols": ["C", "C", "C", "C", "C", "H", "H", "H", "N", "P", "P", "C", "H", "H", "C", "H", "C", "C", "C", "C", "C", "H", "H", "H", "C", "H", "H", "H", "C", "H", "H", "H", "C", "H", "H", "H", "C", "H", "H", "H", "C", "H", "H", "H", "C", "H", "H", "H", "C", "H", "H", "H", "C", "H", "H", "H", "C", "H", "H", "H", "C", "H", "H", "H", "C", "H", "H", "H", "Zn", "C", "O", "N", "C", "C", "C", "C", "C", "H", "H", "H", "H", "H", "H", "H", "H", "H", "Cl", "C", "C", "C", "C", "N", "C", "H", "H", "H", "H"], "coordinates": [[0.758144, 1.407106, -2.435339], [-0.869602, -0.270663, -2.540044], [0.752180, 1.469853, -3.824960], [-0.629987, -0.500500, -3.928731], [0.101857, 0.495652, -4.588354], [1.335636, 2.274886, -4.261702], [-1.205466, -1.291590, -4.447775], [0.149496, 0.536999, -5.680617], [-0.031249, 0.541997, -1.782949], [2.142251, 1.697618, 0.021570], [-2.369191, -0.435843, -0.220706], [1.677250, 2.337620, -1.633517], [2.570324, 2.537237, -2.235256], [1.175803, 3.306564, -1.522546], [-2.070451, -0.771121, -1.962735], [-2.362731, -1.750224, -2.310072], [-2.922615, -1.971442, 1.066761], [-3.936615, 0.475073, -0.903378], [3.629858, 0.510980, -0.348618], [2.732707, 3.234856, 0.989724], [-1.912297, -2.148795, 2.200244], [-1.840897, -1.273401, 2.849886], [-2.240799, -2.989653, 2.828009], [-0.912624, -2.373206, 1.825119], [-4.270082, -1.658406, 1.698330], [-4.241357, -0.733307, 2.286859], [-5.087401, -1.613675, 0.974249], [-4.517936, -2.468597, 2.397356], [-2.950880, -3.239706, 0.235266], [-3.285456, -4.076206, 0.861332], [-3.603111, -3.177999, -0.643411], [-1.937761, -3.500641, -0.077554], [-4.623615, 1.257054, 0.212486], [-3.893510, 1.790554, 0.834819], [-5.276710, 2.005641, -0.256181], [-5.247944, 0.623163, 0.848540], [-3.460981, 1.486172, -1.980164], [-2.620840, 2.073078, -1.584065], [-3.135408, 0.977422, -2.899184], [-4.271534, 2.161934, -2.300315], [-4.830419, -0.604834, -1.544654], [-4.236032, -1.429754, -1.961517], [-5.561533, -1.060209, -0.864958], [-5.359537, -0.176255, -2.407632], [3.407433, 2.758341, 2.280333], [3.684542, 3.648568, 2.862063], [2.725799, 2.155198, 2.896262], [4.325099, 2.182865, 2.106209], [1.503925, 4.072394, 1.359555], [0.974757, 4.458138, 0.481928], [0.801193, 3.528928, 1.998597], [1.861667, 4.940781, 1.928958], [3.685682, 4.108775, 0.163196], [3.290959, 4.335970, -0.834872], [3.806883, 5.060704, 0.698375], [4.683759, 3.673652, 0.058543], [3.297496, -0.268243, -1.615432], [3.341015, 0.355573, -2.515022], [4.038638, -1.063882, -1.727569], [2.315188, -0.742538, -1.546399], [3.739403, -0.442609, 0.845921], [2.862700, -1.087881, 0.939684], [4.620219, -1.066735, 0.670098], [3.896317, 0.081680, 1.795476], [4.944938, 1.261062, -0.538169], [4.898648, 2.010871, -1.336901], [5.314380, 1.717838, 0.386400], [5.687001, 0.511990, -0.838018], [0.153656, 0.417380, 0.410466], [-1.121065, 2.378824, 0.296183], [-1.639034, 3.424265, 0.403850], [0.661374, -1.556504, 0.290189], [1.076560, -2.615251, -0.138945], [0.850792, -3.847313, -1.076549], [-0.388536, -3.957283, -2.034636], [2.014339, -3.609745, -2.072877], [0.850594, -5.069321, -0.118158], [-1.384007, -4.120195, -1.597655], [-0.486735, -3.145368, -2.779569], [-0.240982, -4.874604, -2.640245], [2.957062, -3.246703, -1.614475], [2.266550, -4.449298, -2.733684], [1.662816, -2.800744, -2.748907], [0.407281, -5.978604, -0.555861], [1.873609, -5.321808, 0.192348], [0.286292, -4.903556, 0.831131], [-3.098625, 2.263700, 4.864713], [-1.575387, 1.639558, 4.412598], [-0.541025, 1.503955, 5.336604], [0.679555, 0.981245, 4.887787], [0.825902, 0.654562, 3.537304], [-0.155379, 0.839691, 2.633317], [-1.358635, 1.281538, 3.069366], [-0.701415, 1.798732, 6.369023], [1.522275, 0.834481, 5.566182], [1.755020, 0.219964, 3.162401], [-2.169428, 1.381525, 2.345270]], "forces_ev_per_a": [[-0.1424, -0.1756, -0.7765], [-1.3949, -1.0226, 1.3028], [0.8928, 0.9456, 0.7884], [0.6077, 1.3168, -0.9517], [-0.9120, -1.4000, 0.3246], [-0.0731, -0.2392, -0.2744], [0.4555, 0.7070, 0.3089], [0.1034, -0.1522, 0.3980], [0.2355, 0.2095, -0.1518], [1.1305, -0.0537, -0.2720], [-0.8588, 0.0606, 0.1033], [-0.2734, -0.0559, -0.5213], [-0.0607, -0.0107, 0.1311], [0.0027, -0.0721, 0.1687], [3.7872, -2.0254, 0.9349], [-0.3813, 0.0507, -0.5732], [0.1311, 1.0032, -1.3510], [-0.1401, -0.1135, 1.0591], [-0.7891, 1.0241, 0.5536], [-0.1116, -0.6786, -0.4104], [0.1652, 0.1294, -0.1601], [-0.0792, -0.0324, -0.0835], [0.0479, 0.1060, -0.1371], [-0.1041, -0.0200, 0.1102], [-0.2330, -0.1437, 0.0761], [-0.0359, -0.1219, -0.1692], [0.2009, 0.0906, 0.1521], [0.0489, 0.0556, -0.0394], [-0.0346, -0.3392, 0.2420], [-0.1558, 0.0092, -0.0478], [0.1303, 0.0022, 0.1704], [-0.2450, 0.2165, 0.0714], [-0.6459, 0.2445, -0.2628], [-0.1779, -0.0277, -0.0756], [-0.0114, -0.0306, 0.3377], [0.1879, 0.1764, -0.0556], [-0.0328, -0.2155, -0.2437], [-0.2634, 0.0248, -0.3849], [-0.0630, 0.2781, 0.5072], [0.0844, -0.1171, 0.5444], [-0.2494, -0.0669, -0.3263], [-0.3208, 0.4046, 0.1245], [0.0989, 0.3864, -0.1062], [-0.1220, -0.0549, 0.2787], [0.1191, 0.1394, 0.1943], [-0.0300, -0.1930, -0.0344], [0.2202, 0.2371, -0.1845], [-0.2700, 0.1897, 0.0183], [0.0414, 0.1138, 0.0638], [0.0604, -0.0879, 0.1210], [0.0531, -0.0096, -0.0958], [-0.1321, -0.1185, -0.0847], [0.1561, 0.1752, 0.1116], [0.0729, -0.0169, 0.2336], [-0.0127, -0.1206, -0.1528], [-0.3251, 0.1320, 0.0045], [-0.0612, -0.1028, -0.0236], [-0.0845, -0.1283, 0.1627], [0.0652, 0.0104, -0.0384], [0.1141, 0.1521, -0.1740], [0.2052, -0.0099, -0.0416], [0.2695, 0.1690, 0.0172], [-0.0457, -0.1433, 0.1434], [-0.0144, -0.0600, -0.1800], [0.2585, -0.2809, -0.1058], [-0.0171, -0.1462, 0.1902], [-0.1122, -0.0654, -0.2735], [0.0492, 0.1195, -0.0201], [-1.0812, 0.2542, -0.4079], [-2.0070, 5.3602, 0.5712], [1.9921, -4.5533, -0.5497], [3.2093, -6.1635, -1.8058], [-5.3774, 4.9935, 0.4864], [0.7058, -0.2206, 0.0958], [-0.6986, 0.2249, -0.2315], [0.7507, 0.2541, -0.4868], [0.4184, -0.4461, 0.4996], [0.6739, 0.2211, 0.1294], [0.2554, -0.1369, 0.6833], [0.4508, 0.3604, 0.4454], [-0.5227, -0.3978, -0.0409], [-0.2971, -0.0754, 0.4211], [0.3463, -0.3517, 0.3914], [0.2354, 0.5114, -0.1815], [-0.1690, 0.0654, -0.1001], [0.2434, 0.2411, -0.8283], [-0.2836, 0.0657, 0.1084], [0.7174, -0.3582, -0.7805], [0.3010, -0.2007, -0.4507], [-0.2668, 0.0392, -0.1934], [-0.4144, 0.1064, 0.0692], [-0.7034, -0.1860, 0.5405], [0.8026, 0.1387, 0.5467], [0.0900, -0.0839, -0.1246], [-0.3508, 0.0466, -0.1758], [-0.2655, 0.1808, 0.0753], [0.2660, -0.1171, 0.1289]]}